Below is a cluster of 12 separate species, C4H31N2O13 in total at a distorted geometry, with properties calculated with the ωB97M-V functional and the def2-TZVPD basis.

CARTESIAN COORDINATES (ANGSTROEM)
C: -1.913 -1.375 -0.462
N: -0.595 -1.027 0.036
C: 0.434 -0.674 -0.783
O: 1.347 -0.091 -0.011
O: 0.731 -0.909 -1.971
C: -2.950 -0.701 0.452
N: -2.572 0.674 0.731
C: -3.659 1.214 1.580
H: -2.269 -1.219 -1.452
H: -1.955 -2.473 -0.370
H: -0.629 -0.528 0.925
H: -2.926 -1.152 1.473
H: -4.030 -0.872 0.192
H: -2.419 1.254 -0.165
H: -3.828 0.719 2.521
H: -4.579 1.375 0.986
H: -3.593 2.204 1.902
H: 0.942 -0.735 1.712
H: 1.985 -1.007 2.612
O: 1.022 -0.856 2.700
H: 0.546 0.768 2.878
H: -0.748 1.142 1.945
O: -0.018 1.481 2.502
H: -3.905 2.255 -2.607
H: -2.533 2.764 -1.947
O: -3.347 2.993 -2.476
H: 3.057 0.790 -1.835
H: 2.310 0.327 -3.039
O: 2.802 1.074 -2.696
H: 3.840 -0.039 1.895
H: 3.858 -1.444 1.707
O: 3.647 -0.831 2.419
H: -0.305 -3.506 1.399
H: -1.141 -4.721 2.232
O: -0.391 -4.475 1.654
H: 1.110 2.804 -0.144
H: 1.587 2.202 -1.417
O: 0.946 2.860 -1.125
H: -0.291 1.056 -2.451
H: -0.610 2.136 -1.406
O: -1.038 1.364 -1.823
H: 1.533 -2.866 -1.004
H: 1.342 -3.089 -2.564
O: 1.729 -3.448 -1.745
H: 2.905 -0.659 -0.129
H: 3.527 -1.936 -0.845
O: 3.640 -1.342 -0.129
H: -1.892 3.466 1.146
H: -0.473 2.833 1.152
O: -1.036 3.509 0.716

Summary:
Orbital gap: 8.983 eV
Net charge: -1
Energy above the lowest of the compared OMol25 structures with the same formula, charge and spin: 357.07 kJ/mol
E_LUMO: 2.73 eV

=====

Below is the ion C3H7N4 with charge +1 at a distorted geometry, with properties calculated with the ωB97M-V functional and the def2-TZVPD basis.

CARTESIAN COORDINATES (ANGSTROEM)
N: 2.230 -1.281 0.440
N: 2.339 -0.162 0.152
C: 2.052 1.011 -0.121
C: 0.563 1.230 -0.243
N: -0.199 0.170 -0.320
C: -1.622 0.194 -0.167
N: -1.980 -1.151 0.383
H: 2.225 -2.153 -0.164
H: 2.654 1.879 0.023
H: 0.340 2.211 -0.020
H: -2.129 0.330 -1.048
H: -2.086 0.912 0.537
H: -1.357 -1.813 0.069
H: -3.028 -1.375 0.479

Summary:
Orbital gap: 6.198 eV
Net charge: +1
SMILES string: N=[N+]=C/C=N/CN
Energy above the lowest of the compared OMol25 structures with the same formula, charge and spin: 516.90 kJ/mol
E_LUMO: -6.26 eV

=====

Below is a structure of composition C7H18O3Si2, with properties calculated with the ωB97M-V functional and the def2-TZVPD basis.

CARTESIAN COORDINATES (ANGSTROEM)
C: -0.512 -0.756 -3.128
C: 0.785 -1.223 -2.500
O: 0.616 -2.366 -1.643
C: -0.383 -2.327 -0.712
O: -1.352 -3.005 -0.836
C: -0.125 -1.537 0.560
C: 1.284 -0.999 0.835
C: 1.448 0.513 0.621
Si: 0.589 1.630 1.868
C: -0.536 0.709 3.031
O: -0.262 2.825 1.097
Si: -1.483 2.707 0.005
H: -1.233 -0.429 -2.374
H: -0.306 0.087 -3.789
H: -0.972 -1.559 -3.705
H: 1.486 -1.563 -3.261
H: 1.264 -0.414 -1.941
H: -0.449 -2.220 1.350
H: -0.863 -0.727 0.564
H: 1.997 -1.546 0.212
H: 1.551 -1.237 1.869
H: 2.513 0.764 0.698
H: 1.160 0.800 -0.396
H: 1.625 2.323 2.666
H: -0.819 1.383 3.844
H: -1.451 0.331 2.570
H: -0.002 -0.138 3.471
H: -1.666 1.282 -0.374
H: -2.737 3.202 0.603
H: -1.164 3.489 -1.205

Summary:
Orbital gap: 10.988 eV
Net charge: 0
Energy above the lowest of the compared OMol25 structures with the same formula, charge and spin: 0.00 kJ/mol
E_LUMO: 0.79 eV

=====

Below is the ion C4H11N4 with charge +1 at a distorted geometry, with properties calculated with the ωB97M-V functional and the def2-TZVPD basis.

CARTESIAN COORDINATES (ANGSTROEM)
C: 0.991 1.251 -1.030
N: 1.230 0.282 -0.295
C: 2.037 0.305 0.973
C: 0.301 -0.848 -0.494
N: 1.005 -2.038 -0.514
N: -0.976 -0.837 -0.345
N: -1.752 0.260 -0.306
C: -2.877 0.034 0.552
H: 1.555 2.148 -0.865
H: 0.372 1.089 -1.911
H: 3.131 0.326 0.752
H: 1.842 1.123 1.693
H: 1.776 -0.735 1.399
H: 1.929 -2.139 -0.670
H: 0.378 -2.790 -0.766
H: -1.325 1.233 -0.095
H: -2.655 0.166 1.551
H: -3.570 0.793 0.203
H: -3.302 -0.866 0.377

Summary:
Orbital gap (spin up / spin down): 7.132 / 7.133 eV
Net charge: +1
SMILES string: C=[N+](C)/C(N)=N\NC
Energy above the lowest of the compared OMol25 structures with the same formula, charge and spin: 394.89 kJ/mol
E_LUMO (spin up / spin down): -4.99 / -4.99 eV